No. 1
The following is a DFT calculation (ωB97M-V with the def2-TZVPD basis set) of a structure of composition C17H13N4S4Ti.

The geometry in ORCA input format:
```
! RIJCOSX wB97M-V def2-TZVPD def2/J DEFGRID3
* xyz 0 2
Ti 0.585 -0.458 0.308
S -1.767 -0.929 0.804
C -1.396 -2.190 -0.337
C -2.242 -3.217 -0.757
C -1.740 -4.170 -1.617
C -0.412 -4.109 -2.041
C 0.365 -3.065 -1.599
N -0.133 -2.122 -0.791
H -3.258 -3.254 -0.391
H -2.376 -4.981 -1.950
H 0.009 -4.864 -2.689
H 1.412 -2.965 -1.858
C -0.441 2.783 4.647
C 0.630 1.957 4.341
C 0.844 1.550 3.033
C -0.024 1.969 2.031
C -1.100 2.801 2.332
C -1.301 3.204 3.640
N 0.197 1.504 0.707
N -0.175 2.329 -0.232
C 0.039 1.819 -1.473
C -0.263 2.595 -2.604
C 0.024 2.091 -3.844
C 0.611 0.821 -3.953
C 0.852 0.106 -2.810
N 0.557 0.574 -1.582
H -0.607 3.099 5.669
H 1.309 1.631 5.118
H 1.691 0.922 2.785
H -1.766 3.112 1.540
H -2.139 3.845 3.879
H -0.700 3.571 -2.453
H -0.192 2.668 -4.733
H 0.870 0.401 -4.914
H 1.305 -0.875 -2.846
S 3.867 -3.266 1.428
C 2.751 -2.119 1.187
S 2.884 -0.818 -0.006
S 1.229 -1.951 2.034
*
```

Results
Gap between HOMO and LUMO (alpha / beta): 6.47 / 6.26 eV
ΔE to the lowest compared entry with this formula, charge and spin: 0.0 kcal/mol
LUMO (alpha / beta): -0.97 / -1.75 eV
Expectation value of S²: 0.763
HOMO (alpha / beta): -7.436 / -8.003 eV
Strongest force on any atom: 0.26 eV/A
E_tot: -3316.96147 hartree

=====

No. 2
The following is a DFT calculation (ωB97M-V with the def2-TZVPD basis set) of a structure of composition C17H13N4S4Ti.

The geometry in ORCA input format:
```
! RIJCOSX wB97M-V def2-TZVPD def2/J DEFGRID3
* xyz 0 2
Ti -0.096 -0.073 -0.028
S 0.587 0.375 2.332
C 2.126 -0.031 1.649
C 3.358 -0.060 2.309
C 4.483 -0.381 1.586
C 4.388 -0.656 0.218
C 3.147 -0.616 -0.368
N 2.042 -0.330 0.338
H 3.402 0.171 3.364
H 5.448 -0.411 2.076
H 5.261 -0.893 -0.371
H 3.008 -0.803 -1.424
C 0.173 -2.739 -4.994
C -0.412 -1.506 -5.253
C -0.401 -0.509 -4.293
C 0.201 -0.741 -3.058
C 0.781 -1.978 -2.797
C 0.768 -2.971 -3.764
N 0.199 0.280 -2.059
N 0.207 1.484 -2.571
C 0.046 2.454 -1.636
C 0.031 3.800 -2.040
C -0.165 4.771 -1.096
C -0.343 4.399 0.244
C -0.304 3.068 0.573
N -0.104 2.094 -0.339
H 0.156 -3.518 -5.745
H -0.890 -1.324 -6.206
H -0.861 0.450 -4.479
H 1.228 -2.177 -1.834
H 1.218 -3.931 -3.549
H 0.166 4.019 -3.089
H -0.187 5.815 -1.380
H -0.508 5.135 1.016
H -0.422 2.737 1.594
S -3.468 -2.783 -0.334
C -2.259 -1.780 0.052
S -2.408 -0.033 0.192
S -0.580 -2.302 0.304
*
```

Results
Gap between HOMO and LUMO (alpha / beta): 6.20 / 6.38 eV
ΔE to the lowest compared entry with this formula, charge and spin: 5.2 kcal/mol
LUMO (alpha / beta): -1.12 / -1.66 eV
Expectation value of S²: 0.763
HOMO (alpha / beta): -7.319 / -8.041 eV
Strongest force on any atom: 0.69 eV/A
E_tot: -3316.95322 hartree

=====

No. 3
The following is a DFT calculation (ωB97M-V with the def2-TZVPD basis set) of a structure of composition C17H13N6O2STc in a non-equilibrium geometry.

The geometry in ORCA input format:
```
! RIJCOSX wB97M-V def2-TZVPD def2/J DEFGRID3
* xyz 1 4
Tc 1.212 1.294 -0.104
C 0.911 -4.522 1.372
C 1.566 -3.378 1.770
C 0.858 -2.168 1.829
C -0.574 -2.232 1.574
C -1.142 -3.390 1.103
C -0.417 -4.512 0.893
H 1.575 -5.375 1.241
H 2.622 -3.306 1.967
H 1.176 -1.202 2.159
H -1.054 -1.272 1.734
H -2.253 -3.504 1.051
H -0.807 -5.349 0.401
N 2.449 -2.614 -1.503
C 1.890 -1.428 -1.225
S 2.902 -0.030 -0.977
N 0.528 -1.430 -1.159
N 0.012 -0.134 -0.926
C -1.230 0.027 -1.356
C -1.924 1.264 -1.467
C -3.144 1.478 -2.165
C -3.713 2.727 -2.460
C -3.157 3.832 -1.745
C -2.042 3.654 -0.888
C -1.414 2.435 -0.689
O -0.574 2.290 0.298
H 3.452 -2.740 -1.708
H 1.802 -3.351 -1.682
H -1.709 -0.874 -1.664
H -3.621 0.548 -2.559
H -4.529 2.807 -3.215
H -3.597 4.843 -1.909
H -1.594 4.486 -0.321
O 1.849 3.179 -0.440
N 2.416 3.862 0.612
C 2.358 3.164 1.727
C 1.978 1.844 1.621
N 1.144 0.981 1.973
C 2.779 3.813 2.890
N 3.016 4.284 3.947
*
```

Results
Gap between HOMO and LUMO (alpha / beta): 6.40 / 4.52 eV
ΔE to the lowest compared entry with this formula, charge and spin: 46.9 kcal/mol
LUMO (alpha / beta): -5.53 / -7.23 eV
Expectation value of S²: 3.852
HOMO (alpha / beta): -11.929 / -11.757 eV
Strongest force on any atom: 5.25 eV/A
E_tot: -1613.14542 hartree

=====

No. 4
The following is a DFT calculation (ωB97M-V with the def2-TZVPD basis set) of a structure of composition C17H14BrMoNO3S in a non-equilibrium geometry.

The geometry in ORCA input format:
```
! RIJCOSX wB97M-V def2-TZVPD def2/J DEFGRID3
* xyz 0 3
C -2.688 -2.605 -1.228
C -2.786 -1.301 -1.840
C -1.448 -0.920 -2.286
H -3.685 -0.705 -1.943
C -0.541 -2.007 -1.950
C -1.306 -3.045 -1.305
H -0.903 -3.993 -0.952
H -3.529 -3.183 -0.848
H -1.176 0.009 -2.768
H 0.517 -2.050 -2.186
Mo -1.471 -0.995 -0.027
Br -2.186 1.408 -0.217
C -1.073 -0.772 2.330
C -0.755 -2.156 2.018
C -1.969 -2.799 1.577
H 0.228 -2.613 2.100
C -3.042 -1.818 1.605
C -2.498 -0.575 2.101
H -3.051 0.340 2.268
H -0.359 -0.026 2.663
H -2.069 -3.850 1.312
H -4.086 -1.986 1.335
O 3.885 0.621 2.429
S 2.662 1.339 2.134
O 2.112 2.176 3.179
N 1.517 0.381 1.532
C 1.263 0.616 0.257
O 0.456 -0.125 -0.447
C 1.958 1.727 -0.358
C 1.786 2.187 -1.675
C 2.545 3.272 -2.099
C 3.449 3.868 -1.193
C 3.589 3.376 0.129
C 2.828 2.277 0.560
H 1.062 1.686 -2.332
H 2.435 3.653 -3.126
H 4.038 4.731 -1.554
H 4.290 3.858 0.802
*
```

Results
Gap between HOMO and LUMO (alpha / beta): 5.55 / 7.79 eV
ΔE to the lowest compared entry with this formula, charge and spin: 16.5 kcal/mol
LUMO (alpha / beta): -0.92 / -1.15 eV
Expectation value of S²: 2.028
HOMO (alpha / beta): -6.471 / -8.936 eV
Strongest force on any atom: 4.83 eV/A
E_tot: -3977.03641 hartree

=====

No. 5
The following is a DFT calculation (ωB97M-V with the def2-TZVPD basis set) of the molecule C17H14Cl2N4O2.

The geometry in ORCA input format:
```
! RIJCOSX wB97M-V def2-TZVPD def2/J DEFGRID3
* xyz 0 1
C 7.534 1.250 -0.437
N 6.430 0.377 -0.151
C 6.586 -0.917 0.315
O 7.634 -1.480 0.539
N 5.318 -1.436 0.472
C 5.058 -2.768 0.942
C 4.383 -0.491 0.113
C 3.008 -0.526 0.096
C 2.331 0.624 -0.330
C 0.884 0.658 -0.372
N 0.212 -0.368 -0.020
N -1.144 -0.406 -0.039
C -2.061 0.545 -0.390
O -1.798 1.665 -0.766
C -3.467 0.027 -0.277
C -3.835 -1.154 -0.915
C -5.137 -1.614 -0.873
C -6.090 -0.884 -0.176
Cl -7.716 -1.446 -0.111
C -5.752 0.293 0.470
C -4.443 0.748 0.411
Cl -4.029 2.199 1.234
C 3.046 1.762 -0.721
C 4.429 1.799 -0.703
C 5.094 0.662 -0.282
H 7.491 2.143 0.189
H 8.448 0.697 -0.220
H 7.528 1.546 -1.488
H 4.513 -3.341 0.190
H 4.476 -2.741 1.865
H 6.022 -3.238 1.132
H 2.445 -1.394 0.394
H 0.433 1.587 -0.712
H -1.492 -1.296 0.295
H -3.094 -1.707 -1.473
H -5.415 -2.526 -1.377
H -6.494 0.856 1.013
H 2.499 2.635 -1.044
H 4.967 2.683 -1.007
*
```

Results
Gap between HOMO and LUMO: 8.05 eV
ΔE to the lowest compared entry with this formula, charge and spin: 0.0 kcal/mol
LUMO: 0.17 eV
SMILES string: Cn1c(=O)n(C)c2cc(/C=N/NC(=O)c3ccc(Cl)cc3Cl)ccc21
HOMO: -7.883 eV
Strongest force on any atom: 0.87 eV/A
E_tot: -1946.15085 hartree

=====

No. 6
The following is a DFT calculation (ωB97M-V with the def2-TZVPD basis set) of a structure of composition C17H14CoN6O9PS2.

The geometry in ORCA input format:
```
! RIJCOSX wB97M-V def2-TZVPD def2/J DEFGRID3
* xyz 0 5
Co 0.401 0.338 -0.544
O 1.953 3.893 -0.432
C 1.026 3.133 -0.504
O 1.133 1.915 -1.030
C -0.368 3.539 -0.124
C -0.729 4.839 -0.376
C -2.023 5.262 -0.098
C -2.948 4.403 0.433
C -2.573 3.098 0.721
C -1.265 2.607 0.470
O -0.854 1.412 0.772
N -3.622 2.267 1.296
O -3.299 1.240 1.888
O -4.766 2.650 1.225
N -2.412 6.647 -0.377
O -1.579 7.369 -0.884
O -3.548 6.979 -0.103
H -0.005 5.529 -0.787
H -3.954 4.736 0.636
S 1.546 -0.582 1.223
C 2.789 -1.509 0.408
C 3.917 -1.900 1.127
C 4.903 -2.676 0.541
C 6.045 -3.077 1.317
N 6.957 -3.385 1.943
C 4.774 -3.058 -0.803
C 3.673 -2.643 -1.531
C 2.677 -1.864 -0.945
S 1.314 -1.320 -1.901
C 5.769 -3.882 -1.435
N 6.551 -4.556 -1.939
H 4.020 -1.600 2.161
H 3.588 -2.923 -2.572
N -1.650 -0.787 2.036
C -2.643 -1.607 1.297
P -2.254 -1.757 -0.488
O -3.448 -2.061 -1.308
O -1.339 -0.630 -0.897
C -1.251 -3.309 -0.586
N -1.022 -3.467 -2.058
H -1.492 0.167 1.575
H -0.724 -1.233 2.061
H -1.956 -0.611 2.991
H -3.622 -1.138 1.376
H -2.685 -2.598 1.749
H -1.831 -4.160 -0.239
H -0.277 -3.261 -0.100
H -1.886 -3.180 -2.541
H -0.773 -4.417 -2.327
H -0.237 -2.830 -2.316
*
```

Results
Gap between HOMO and LUMO (alpha / beta): 7.98 / 6.55 eV
ΔE to the lowest compared entry with this formula, charge and spin: 17.4 kcal/mol
LUMO (alpha / beta): -0.93 / -2.46 eV
Expectation value of S²: 6.017
HOMO (alpha / beta): -8.915 / -9.004 eV
Strongest force on any atom: 0.44 eV/A
E_tot: -4182.34714 hartree